DFT (ωB97M-V/def2-TZVPD) results for a cluster of 4 separate species, C2H14NO3 in total in a non-equilibrium geometry.

Each line ends with the Löwdin charge.
CARTESIAN COORDINATES (ANGSTROEM)
C1 -0.6499 1.1927 1.2160  0.016
N1 -1.0031 1.5794 -0.2529  0.009
C2 0.2085 1.5656 -1.1753  -0.031
H1 -1.3524 0.4627 1.5535  0.070
H2 0.3305 0.8852 1.4095  0.065
H3 -0.8511 2.1274 1.6954  0.094
H4 -1.3567 2.4715 -0.2239  0.121
H5 -1.5591 0.7583 -0.6757  0.178
H6 0.1281 1.9543 -2.2104  0.096
H7 0.5407 0.4644 -1.4344  0.110
H8 1.0704 2.1712 -0.7330  0.124
H9 -1.0875 -1.6412 0.9072  0.099
H10 -2.5460 -1.9428 0.5084  0.083
O1 -1.8452 -1.2821 0.2019  -0.173
H11 0.9966 -2.1070 1.7672  0.106
H12 1.1473 -1.4534 0.4055  0.009
O2 0.6424 -1.3762 1.2054  -0.059
H13 2.3152 -1.2733 -2.1734  0.109
H14 3.1164 -1.1902 -0.8518  0.011
O3 2.3001 -1.0032 -1.2095  -0.036

As for the charge: +1. For the energy above the lowest of the compared OMol25 structures with the same formula, charge and spin, the calculation gives 198.3 kJ/mol. The value obtained for the frontier orbital gap is 0.4371 Eh. For the LUMO energy, the calculation gives -2.826 eV.


DFT (ωB97M-V/def2-TZVPD) results for the molecule C10H19N5O5 in a non-equilibrium geometry.

Each line ends with the Löwdin charge.
CARTESIAN COORDINATES (ANGSTROEM)
C1 0.3808 -1.7259 -1.1136  -0.280
C2 0.2416 -0.3756 -0.4329  -0.420
C3 0.1695 -2.8125 -0.0190  -0.156
C4 -1.1887 -2.8694 0.6255  -0.208
C5 -2.3835 -3.0425 -0.2986  -0.212
C6 -3.1876 -1.5943 -2.2667  -0.604
C7 1.4979 1.5148 0.5819  -0.226
C8 2.9654 1.8679 0.6331  -0.435
C9 0.8194 1.6361 1.9059  -0.042
C10 0.4199 3.0768 2.2521  -0.501
H1 1.8971 -2.5708 -2.1824  0.079
H2 1.9704 -0.9274 -2.2349  0.093
H3 -0.3719 -1.7832 -1.9431  0.156
H4 0.8968 -2.6749 0.7961  0.121
H5 0.3850 -3.7897 -0.5044  0.125
H6 -1.3688 -1.9992 1.2976  0.124
H7 -1.1662 -3.7427 1.3328  0.128
H8 -2.1807 -3.8252 -1.0554  0.125
H9 -3.1698 -3.2601 0.3768  0.094
H10 -2.3742 -0.9378 -0.4829  0.090
H11 -2.7576 0.1404 -2.2199  0.028
H12 -3.8958 -3.4899 -2.1265  0.078
H13 -4.1650 -2.7150 -3.6572  0.093
H14 2.2859 -0.3594 -0.0143  0.125
H15 1.0504 2.2359 -0.1695  0.192
H16 1.4862 1.3681 2.7224  0.135
H17 -0.0836 0.9991 1.9539  0.141
H18 -0.1245 4.1678 3.6443  0.144
H19 4.1654 3.1330 1.3898  0.139
N1 1.7708 -1.7269 -1.6344  0.036
N2 -2.7721 -1.7725 -0.9255  0.018
N3 -3.1043 -0.5246 -2.8912  0.111
N4 -3.5933 -2.8080 -2.8242  0.107
N5 1.4167 0.1614 0.0734  0.109
O1 -0.8194 0.2117 -0.3071  0.050
O2 3.8636 1.2456 0.0792  0.104
O3 0.2793 3.9461 1.4444  0.125
O4 0.1045 3.1998 3.5839  0.083
O5 3.2082 2.9809 1.3601  0.127

As for the charge: 0. For the energy above the lowest of the compared OMol25 structures with the same formula, charge and spin, the calculation gives 28.5 kJ/mol. Its SMILES is [H]/N=C(/N)NCCC[C@H](N)C(=O)N[C@@H](CC(=O)O)C(=O)O. The value obtained for the frontier orbital gap is 0.3220 Eh. For the LUMO energy, the calculation gives 0.471 eV.


DFT (ωB97M-V/def2-TZVPD) results for a structure of composition C7H11NO2S in a non-equilibrium geometry.

Each line ends with the Löwdin charge.
CARTESIAN COORDINATES (ANGSTROEM)
C1 1.6993 -0.3318 -0.3276  -0.392
C2 0.3961 -0.0031 -0.2553  -0.219
C3 0.7930 1.0555 -2.1106  -0.643
C4 0.5642 1.8625 -3.3323  -0.088
C5 -2.1985 -0.0808 0.6686  -0.016
C6 0.7215 -0.7906 2.8077  -0.078
C7 -0.8809 -0.7144 1.0512  -0.488
N1 -0.1062 0.7573 -1.2418  0.061
O1 -0.7887 -2.0762 0.8202  0.020
O2 -0.5233 -0.3273 2.3249  -0.103
S1 2.3820 0.3952 -1.7471  1.020
H1 2.3102 -0.9349 0.3101  0.056
H2 -0.3049 1.4824 -3.8665  0.082
H3 0.3665 2.9010 -3.0666  0.082
H4 1.4359 1.8224 -3.9809  0.065
H5 -2.9599 -0.3439 1.4034  0.088
H6 -2.0941 0.9967 0.6376  0.083
H7 -2.4910 -0.4366 -0.3146  0.086
H8 0.9116 -1.8167 2.4831  0.091
H9 0.6696 -0.7494 3.8941  0.091
H10 1.5264 -0.1406 2.4547  0.083
H11 -1.4289 -2.5268 1.3877  0.118

As for the charge: 0. For the energy above the lowest of the compared OMol25 structures with the same formula, charge and spin, the calculation gives 68.7 kJ/mol. The value obtained for the frontier orbital gap is 0.3529 Eh. For the LUMO energy, the calculation gives 0.761 eV.


DFT (ωB97M-V/def2-TZVPD) results for a cluster of 2 separate species, C6H12O in total in a non-equilibrium geometry.

Each line ends with the Löwdin charge.
CARTESIAN COORDINATES (ANGSTROEM)
C1 -1.2066 -2.1847 2.0016  -0.122
C2 -0.8973 -0.7129 1.9091  -0.167
C3 -0.6148 -0.1999 0.6918  -0.151
C4 0.0972 1.0182 0.3529  -0.140
C5 -0.2997 2.1103 -0.3335  -0.163
C6 -0.2056 3.5633 0.0845  -0.101
H1 -0.6125 -2.7123 1.2589  0.066
H2 -2.2659 -2.3958 1.8858  0.071
H3 -0.8430 -2.6035 2.9350  0.065
H4 -1.2829 -0.0274 2.6726  0.107
H5 -1.0215 -0.8118 -0.1320  0.115
H6 1.1002 1.1619 0.7691  0.105
H7 -0.9319 2.0104 -1.2245  0.099
H8 0.3985 3.6787 0.9867  0.069
H9 0.2428 4.2095 -0.6778  0.069
H10 -1.2451 3.7853 0.3280  0.079
H11 2.2982 -3.0221 -2.9392  0.030
H12 3.4345 -2.9555 -3.9668  0.031
O1 2.4961 -2.7813 -3.8488  -0.061

As for the charge: 0. For the energy above the lowest of the compared OMol25 structures with the same formula, charge and spin, the calculation gives 328.3 kJ/mol. Its SMILES is C/C=C/C=C/C.O. The value obtained for the frontier orbital gap is 0.3225 Eh. For the LUMO energy, the calculation gives 0.838 eV.


DFT (ωB97M-V/def2-TZVPD) results for a cluster of 3 separate species, C4H12N2O4 in total in a non-equilibrium geometry.

Each line ends with the Löwdin charge.
CARTESIAN COORDINATES (ANGSTROEM)
C1 0.4826 0.6904 -0.7228  -0.185
N1 -0.9280 1.0840 -0.9122  0.034
C2 -1.1933 2.1470 -1.7508  -0.359
O1 -0.3802 2.6805 -2.4690  0.009
C3 0.5740 -0.7898 -0.8766  -0.164
N2 -0.1664 -1.6126 0.2012  0.035
C4 0.4344 -1.5223 1.4684  -0.304
O2 -0.2506 -1.7841 2.4382  0.004
H1 1.1968 1.1526 -1.4165  0.126
H2 0.7292 1.1177 0.2379  0.119
H3 -1.6621 0.6142 -0.4130  0.098
H4 -2.2611 2.2619 -2.0057  0.128
H5 1.5946 -1.1384 -0.7247  0.079
H6 0.0517 -1.1923 -1.7844  0.139
H7 -1.1639 -1.4311 0.1523  0.096
H8 1.5316 -1.4701 1.3909  0.124
H9 3.8315 -0.8317 0.8539  0.052
H10 3.8446 0.6089 0.2122  0.050
O3 3.4837 -0.2767 0.1423  -0.050
H11 -1.9106 -1.0679 2.0756  0.005
H12 -2.6114 0.1711 2.5270  0.045
O4 -2.5165 -0.3695 1.7352  -0.080

As for the charge: 0. For the energy above the lowest of the compared OMol25 structures with the same formula, charge and spin, the calculation gives 139.8 kJ/mol. Its SMILES is O=CNCCNC=O.O.O. The value obtained for the frontier orbital gap is 0.3695 Eh. For the LUMO energy, the calculation gives 0.295 eV.


DFT (ωB97M-V/def2-TZVPD) results for the molecule C21H22F3N5O6 in a non-equilibrium geometry.

Each line ends with the Löwdin charge.
CARTESIAN COORDINATES (ANGSTROEM)
C1 4.4135 4.1291 2.4445  -0.104
H1 5.4478 4.2154 2.7705  0.092
O1 3.9400 2.9104 2.9684  -0.176
C2 2.5640 2.7012 2.8305  -0.201
C3 2.1369 2.3551 1.3868  -0.107
N1 0.7401 2.0293 1.3420  -0.017
C4 -0.3035 2.8757 1.2902  -0.108
N2 -1.4722 2.2784 1.3769  0.160
C5 -1.1793 0.9678 1.5188  -0.225
C6 0.1982 0.7756 1.5048  -0.061
C7 0.7534 -0.5344 1.4329  -0.350
O2 1.8731 -0.8499 1.0566  0.072
N3 -0.1837 -1.4991 1.8044  0.080
C8 -1.5731 -1.3405 1.8343  -0.417
O3 -2.3038 -2.2843 2.0238  0.112
N4 -2.0521 -0.0658 1.6450  0.076
C9 -3.4387 0.0819 1.2073  -0.060
C10 -3.5113 -0.4136 -0.2159  -0.202
C11 -2.8810 0.3086 -1.2235  -0.028
C12 -2.8242 -0.1892 -2.5124  -0.073
C13 -3.4021 -1.4142 -2.8061  -0.099
C14 -4.0393 -2.1333 -1.8086  -0.081
C15 -4.0881 -1.6390 -0.5157  -0.036
H2 -4.5615 -2.2123 0.2667  0.114
H3 -4.4902 -3.0887 -2.0340  0.106
H4 -3.3508 -1.8057 -3.8114  0.108
H5 -2.3194 0.3704 -3.2851  0.102
H6 -2.4302 1.2630 -0.9917  0.107
H7 -3.6826 1.1416 1.2872  0.126
H8 -4.0729 -0.5143 1.8650  0.130
C16 0.2805 -2.8721 1.8070  -0.006
C17 0.3155 -3.4610 0.4051  -0.443
O4 0.7565 -4.5388 0.1279  0.140
O5 -0.2104 -2.5989 -0.4759  0.008
C18 -0.2223 -2.9689 -1.8444  -0.034
H9 0.1430 -3.9980 -1.9527  0.142
H10 -1.2543 -2.9111 -2.2037  0.126
C19 0.6376 -2.0459 -2.6989  -0.451
O6 0.5697 -2.0508 -3.9052  0.080
N5 1.4888 -1.2490 -2.0079  0.108
C20 2.2872 -0.2770 -2.6987  -0.046
C21 1.6234 1.0997 -2.6752  -0.606
F1 0.4199 1.1132 -3.2484  0.152
F2 1.4443 1.5537 -1.4198  0.128
F3 2.3710 2.0211 -3.2992  0.139
H11 3.2765 -0.1861 -2.2439  0.145
H12 2.3699 -0.5861 -3.7470  0.142
H13 1.5234 -1.2629 -0.9955  0.111
H14 -0.4000 -3.4709 2.4177  0.145
H15 1.2899 -2.9117 2.2234  0.148
H16 -0.1930 3.9356 1.1764  0.139
H17 2.7064 1.4885 1.0450  0.129
H18 2.3203 3.1995 0.7193  0.128
H19 1.9975 3.5809 3.1766  0.127
H20 2.3318 1.8532 3.4812  0.135
H21 4.3822 4.1476 1.3502  0.084
H22 3.8379 4.9768 2.8345  0.091

As for the charge: 0. For the energy above the lowest of the compared OMol25 structures with the same formula, charge and spin, the calculation gives 13.1 kJ/mol. Its SMILES is COCCn1cnc2c1c(=O)n(CC(=O)OCC(=O)NCC(F)(F)F)c(=O)n2Cc1ccccc1. The value obtained for the frontier orbital gap is 0.3386 Eh. For the LUMO energy, the calculation gives 0.389 eV.